Entry a
The following is a DFT calculation (ωB97M-V with the def2-TZVPD basis set) of a molecular structure, H23O12.

The geometry in ORCA input format:
```
! wB97M-V def2-TZVPD RIJCOSX def2/J DEFGRID3
* xyz -1 1
O -0.776 -2.965 -2.121
H 0.203 0.113 2.475
H -2.505 -3.862 -0.118
O 3.155 -0.216 2.647
H 2.600 -0.642 1.982
H 3.154 -0.779 3.406
O -2.909 -1.196 -2.124
H -2.609 -0.393 -1.672
O -2.120 -3.228 0.496
H 1.292 3.792 -2.225
H -1.309 -3.693 0.733
O -0.633 -0.045 2.926
H 1.508 -2.670 -1.487
H -0.478 1.182 -1.295
O 0.679 1.011 -1.396
H 0.669 -0.195 -0.388
H -3.458 -1.571 -1.429
O 0.663 3.896 -2.941
H 0.467 2.988 -3.114
H 1.117 1.797 -1.066
O -0.683 2.900 1.431
H -0.144 3.436 0.862
H -1.611 3.110 1.518
O 2.019 -3.461 -1.671
H 2.768 -3.175 -2.200
H -1.140 -2.328 -2.731
O 0.212 -0.878 0.198
H -0.920 -2.527 -1.273
H 2.137 1.856 3.070
O 2.123 2.614 3.676
H -0.703 -0.640 0.014
H -1.221 -0.187 2.180
O -1.702 1.443 -1.125
H 1.211 2.783 3.382
H -1.720 2.337 -0.791
*
```

Output
orbital gap	8.6319	eV
HOMO level	-0.213	hartree
LUMO level	2.83	eV

Results of the Mulliken charge analysis, in e, for atoms 1 through 8: -0.65, 0.29, 0.31, -0.65, 0.33, 0.31, -0.64, 0.32

Entry b
The following is a DFT calculation (ωB97M-V with the def2-TZVPD basis set) of 12 unconnected molecules or ions with the total composition H23O12.

The geometry in ORCA input format:
```
! wB97M-V def2-TZVPD RIJCOSX def2/J DEFGRID3
* xyz -1 1
O -3.393 -2.404 -0.477
H -2.906 -1.729 -0.842
H 1.071 -0.723 -3.368
O -1.685 0.623 4.394
H -0.989 1.213 3.938
H -1.914 -0.127 3.827
O -0.620 3.112 -0.137
H -0.563 2.128 0.071
O 1.799 -1.114 -3.734
H 2.843 3.813 1.590
H 2.216 -1.144 -2.770
O -2.620 -0.114 -1.994
H -1.681 -0.054 -1.560
H 1.620 0.926 -2.226
O 2.507 -2.757 -1.283
H 2.131 -2.248 -0.472
H -0.227 3.294 -0.965
O 2.178 4.427 1.227
H 1.241 4.012 1.149
H 3.314 -2.807 -0.785
O -4.047 0.468 1.297
H -3.998 -0.298 0.831
H -4.806 0.881 1.032
O 2.252 -0.817 3.302
H 2.117 0.059 3.274
H 2.109 -1.201 2.373
O -0.401 -0.826 -0.703
H -3.038 -2.538 0.409
H 0.146 -1.577 0.313
O 1.180 -1.844 0.721
H 0.323 -0.458 -1.174
H 1.139 -2.631 1.185
O 2.367 1.137 -2.885
H -2.568 -0.479 -2.875
H 2.904 1.798 -2.682
*
```

Output
orbital gap	8.8333	eV
HOMO level	-0.238	hartree
LUMO level	2.36	eV

Results of the Mulliken charge analysis, in e, for atoms 1 through 8: -0.64, 0.33, 0.32, -0.63, 0.31, 0.32, -0.65, 0.34

Stability check: which of them is least stable? entry b.